# 1
{
  "formula": "C7H4N2OS2",
  "method": "ωB97M-V with the def2-TZVPD basis set",
  "charge": 0,
  "de_lowest_kcal_mol": 0.0,
  "homo_energy_ev": -8.910,
  "gap_ev": 8.642,
  "energy_ha": -1250.1246,
  "symbols": ["C", "C", "C", "C", "C", "C", "C", "N", "N", "O", "S", "S", "H", "H", "H", "H"],
  "coordinates": [[-2.9645, 0.7015, 0.4375], [-0.9758, 3.9517, 0.4401], [1.9051, -0.6531, -0.3923], [1.4628, 0.4632, -0.9019], [-2.5341, 2.0444, 0.5960], [-1.3093, 2.5654, 0.2723], [-0.5468, -0.8861, -1.1622], [-3.3999, -0.3307, 0.2138], [-0.5371, 4.9959, 0.4753], [-0.2757, 2.0011, -0.2721], [0.6317, -1.8606, -0.4481], [-0.1568, 0.6019, -1.5695], [2.7096, -0.8640, 0.3133], [1.8847, 1.4311, -0.7945], [-3.1625, 2.6421, 1.0884], [-1.4859, -1.3146, -1.3189]],
  "nbo_charge": [0.278, 0.224, -0.361, -0.398, -0.446, 0.335, -0.752, -0.356, -0.276, -0.751, 0.460, 0.992, 0.270, 0.259, 0.240, 0.284]
}

# 2
{
  "formula": "C5H9IN3",
  "method": "ωB97M-V with the def2-TZVPD basis set",
  "charge": 1,
  "de_lowest_kcal_mol": 43.7,
  "homo_energy_ev": -13.276,
  "gap_ev": 7.964,
  "energy_ha": -657.5689,
  "symbols": ["C", "C", "C", "C", "C", "N", "N", "N", "I", "H", "H", "H", "H", "H", "H", "H", "H", "H"],
  "coordinates": [[1.6478, -1.6253, -0.7941], [0.2937, -1.9896, 0.9462], [1.4187, -0.1818, -0.8751], [0.2509, 0.3008, 0.1570], [-1.1909, 0.3969, -0.3428], [0.9833, -2.4393, -0.0515], [0.2015, -0.7202, 1.2805], [0.6288, 1.5675, 0.7402], [3.3406, 0.1458, 0.0235], [2.4218, -2.1592, -1.5097], [-0.2679, -2.6594, 1.5770], [1.3878, 0.1791, -1.9063], [-1.8143, 0.2239, 0.5653], [-1.3731, -0.4192, -1.0916], [-1.4008, 1.4299, -0.8181], [-0.1701, -0.3258, 2.2153], [0.6864, 2.3490, 0.1163], [0.2890, 1.7222, 1.6211]],
  "nbo_charge": [0.204, 0.405, -0.418, 0.283, -0.639, -0.503, -0.537, -0.864, 0.348, 0.266, 0.219, 0.292, 0.233, 0.226, 0.254, 0.452, 0.402, 0.379]
}

# 3
{
  "formula": "C52H73BN4O7SeSiW",
  "method": "ωB97M-V with the def2-TZVPD basis set",
  "charge": 0,
  "s2": 2.02,
  "de_lowest_kcal_mol": 14.1,
  "homo_energy_ev": [-5.638, -7.037],
  "spin_multiplicity": 3,
  "gap_ev": [5.327, 6.553],
  "energy_ha": -5553.9719,
  "symbols": ["W", "C", "O", "C", "C", "C", "C", "C", "C", "O", "C", "O", "C", "H", "H", "H", "H", "H", "H", "H", "H", "H", "N", "C", "C", "C", "O", "O", "H", "H", "H", "H", "H", "H", "C", "Si", "C", "N", "C", "C", "C", "C", "C", "C", "C", "C", "C", "C", "C", "C", "C", "C", "C", "C", "C", "H", "H", "H", "H", "H", "H", "H", "H", "H", "H", "H", "H", "H", "H", "H", "H", "H", "H", "H", "H", "H", "H", "H", "H", "C", "C", "C", "O", "B", "O", "C", "C", "C", "H", "H", "H", "H", "H", "H", "H", "H", "H", "H", "H", "H", "C", "C", "C", "C", "N", "C", "Se", "N", "C", "C", "C", "C", "C", "C", "C", "C", "C", "C", "H", "H", "H", "H", "H", "H", "H", "H", "H", "H", "H", "H", "H", "H", "H", "H", "H", "H", "H", "H", "H", "H"],
  "coordinates": [[-0.1813, 0.8222, 0.1616], [4.2141, 6.0433, 1.0739], [3.2978, 6.0144, 2.1551], [2.4289, 4.9817, 2.2277], [1.5887, 4.9787, 3.3662], [0.6903, 3.9687, 3.5442], [0.5774, 2.9055, 2.6146], [-0.2135, 1.7419, 2.8602], [-1.2003, 1.5972, 3.9713], [-0.0693, 0.6900, 2.1524], [1.3896, 2.9606, 1.4449], [1.2534, 2.0561, 0.5055], [2.3245, 3.9875, 1.2714], [4.8493, 6.9083, 1.2410], [3.6942, 6.1513, 0.1194], [4.8267, 5.1394, 1.0551], [1.6925, 5.7733, 4.0903], [0.0750, 3.9711, 4.4313], [-1.2419, 2.4440, 4.6475], [-0.9711, 0.6898, 4.5298], [-2.1760, 1.4494, 3.4974], [2.9271, 3.9789, 0.3768], [2.1080, 1.4078, -2.0607], [1.5091, 2.1788, -3.1527], [0.3210, 1.4469, -3.8041], [-0.8863, 1.2550, -2.8879], [-1.9831, 1.6674, -3.2111], [-0.6647, 0.6174, -1.7693], [2.8830, 1.9160, -1.6468], [2.4853, 0.5364, -2.4284], [2.2485, 2.3871, -3.9367], [1.1573, 3.1323, -2.7480], [0.6623, 0.4656, -4.1452], [-0.0324, 2.0159, -4.6625], [0.4312, -1.3876, -0.0063], [2.1091, -2.1032, -0.1076], [3.1484, -1.5436, 1.3651], [2.9678, -0.0909, 1.6219], [2.8051, 0.2116, 3.0429], [4.0799, 0.0021, 3.8626], [5.1810, 0.8977, 3.2982], [5.3855, 0.5805, 1.8174], [4.0536, 0.7161, 1.0710], [3.0094, -1.7650, -1.7390], [4.3912, -1.5945, -1.8289], [5.0282, -1.4585, -3.0560], [4.2910, -1.4947, -4.2296], [2.9153, -1.6699, -4.1686], [2.2887, -1.8039, -2.9382], [2.1474, -4.0110, -0.0767], [1.9926, -4.7578, -1.2483], [2.0818, -6.1417, -1.2478], [2.3076, -6.8263, -0.0629], [2.4286, -6.1145, 1.1205], [2.3532, -4.7274, 1.1069], [0.0345, -1.7953, 0.9416], [-0.1817, -1.8676, -0.7845], [4.2013, -1.8220, 1.2209], [2.8295, -2.1071, 2.2438], [1.9739, -0.3849, 3.4269], [2.5168, 1.2704, 3.1240], [4.3924, -1.0448, 3.8041], [3.8888, 0.2301, 4.9138], [6.1129, 0.7730, 3.8532], [4.8743, 1.9450, 3.4015], [5.7802, -0.4343, 1.7142], [6.1206, 1.2552, 1.3722], [4.1709, 0.4578, 0.0167], [3.7403, 1.7682, 1.1222], [4.9909, -1.5730, -0.9270], [6.1020, -1.3269, -3.0950], [4.7858, -1.3919, -5.1865], [2.3327, -1.6999, -5.0807], [1.2111, -1.9305, -2.9024], [1.8274, -4.2525, -2.1923], [1.9776, -6.6866, -2.1780], [2.3860, -7.9058, -0.0616], [2.5935, -6.6375, 2.0542], [2.4780, -4.1970, 2.0419], [-3.6650, 5.3171, 0.4744], [-2.8861, 4.4117, -0.4656], [-3.7369, 4.0667, -1.6816], [-2.6209, 3.1702, 0.2237], [-1.3444, 2.7390, -0.0623], [-0.6573, 3.7119, -0.7874], [-1.4505, 4.9152, -0.8261], [-1.3320, 5.5374, -2.2062], [-0.8657, 5.8549, 0.2253], [-4.6406, 4.8682, 0.6604], [-3.8172, 6.3029, 0.0323], [-3.1596, 5.4273, 1.4316], [-4.6359, 3.5566, -1.3355], [-3.2090, 3.3874, -2.3500], [-4.0297, 4.9650, -2.2260], [-1.5671, 4.8115, -2.9823], [-0.3117, 5.8920, -2.3592], [-2.0062, 6.3906, -2.2998], [-0.9160, 5.4085, 1.2192], [-1.3882, 6.8116, 0.2386], [0.1839, 6.0349, -0.0097], [-4.6040, -2.0431, 3.2042], [-4.5334, -3.4437, 2.6005], [-3.1408, -4.0700, 2.6655], [-2.0471, -3.2469, 1.9886], [-2.2701, -3.1041, 0.5589], [-2.8440, -2.0315, -0.0208], [-2.4787, 0.0310, 0.6298], [-2.7869, -2.2289, -1.3527], [-3.1937, -1.2575, -2.3649], [-4.5049, -1.6057, -3.0623], [-5.7614, -1.1515, -2.3239], [-6.0124, -1.8686, -0.9999], [-2.2097, -3.4559, -1.6319], [-1.9935, -4.1345, -2.8239], [-1.4754, -5.4148, -2.7323], [-1.1781, -5.9961, -1.4934], [-1.3640, -5.3076, -0.3083], [-1.8850, -4.0249, -0.4016], [-5.6417, -1.7400, 3.3429], [-4.1260, -1.3018, 2.5628], [-4.1171, -2.0166, 4.1822], [-4.8633, -3.4062, 1.5588], [-5.2226, -4.1039, 3.1321], [-3.1722, -5.0620, 2.2061], [-2.8522, -4.2050, 3.7117], [-1.0752, -3.7235, 2.1281], [-2.0014, -2.2370, 2.3976], [-2.3847, -1.1959, -3.0947], [-3.2624, -0.2899, -1.8687], [-4.5539, -2.6850, -3.2427], [-4.4852, -1.1161, -4.0385], [-6.6163, -1.3059, -2.9873], [-5.6851, -0.0763, -2.1408], [-5.9641, -2.9529, -1.1292], [-6.9998, -1.6219, -0.6108], [-5.2749, -1.5798, -0.2490], [-2.2457, -3.6959, -3.7789], [-1.3068, -5.9831, -3.6361], [-0.7996, -7.0079, -1.4607], [-1.1312, -5.7595, 0.6458]],
  "lowdin_charge": [1.428, -0.066, -0.063, -0.261, 0.002, -0.005, -0.114, -0.345, 0.033, -0.264, -0.311, -0.228, 0.056, 0.095, 0.097, 0.096, 0.119, 0.109, 0.072, 0.102, 0.092, 0.119, 0.027, -0.239, -0.078, -0.592, 0.062, -0.276, 0.071, 0.044, 0.105, 0.107, 0.105, 0.116, -0.347, 0.617, -0.220, -0.186, -0.201, -0.176, -0.199, -0.178, -0.195, -0.253, -0.096, -0.083, -0.092, -0.092, -0.139, -0.214, -0.096, -0.108, -0.102, -0.097, -0.101, -0.010, -0.008, 0.079, 0.074, 0.118, 0.112, 0.108, 0.109, 0.105, 0.110, 0.101, 0.108, 0.100, 0.099, 0.092, 0.100, 0.099, 0.102, 0.103, 0.092, 0.103, 0.098, 0.098, 0.085, -0.011, -0.465, -0.004, 0.041, -0.698, 0.055, -0.463, -0.004, -0.005, 0.090, 0.093, 0.083, 0.095, 0.070, 0.090, 0.087, 0.088, 0.093, 0.088, 0.091, 0.088, -0.106, -0.252, -0.181, -0.146, -0.017, -0.333, 0.772, -0.012, -0.149, -0.179, -0.247, -0.104, -0.153, 0.005, -0.073, -0.087, 0.008, -0.147, 0.073, 0.007, 0.077, 0.091, 0.106, 0.107, 0.117, 0.126, 0.096, 0.126, 0.071, 0.108, 0.116, 0.104, 0.112, 0.077, 0.072, 0.041, 0.114, 0.105, 0.105, 0.118]
}